{
  "formula": "C4H11NS",
  "method": "ωB97M-V/def2-TZVPD",
  "lumo_ha": 0.0340,
  "orbital_gap_ha": 0.3535,
  "smiles": "C=NC.CSC",
  "symbols": ["C", "S", "C", "H", "H", "H", "H", "H", "H", "C", "C", "N", "H", "H", "H", "H", "H"],
  "xyz": [[0.072, -0.393, 2.328], [-0.672, -1.698, 1.310], [0.624, -2.019, 0.061], [-0.546, -0.200, 3.205], [0.194, 0.515, 1.760], [1.028, -0.705, 2.747], [0.265, -2.839, -0.548], [0.923, -1.167, -0.549], [1.547, -2.308, 0.569], [-0.488, 1.786, -0.424], [-0.367, 0.870, -2.578], [-0.928, 1.703, -1.823], [0.579, 1.917, -0.271], [-0.887, 0.977, 0.195], [-1.132, 2.592, -0.053], [-0.689, 0.754, -3.607], [0.479, 0.216, -2.323]],
  "forces_ev_per_a": [[0.30, -0.48, 0.26], [0.12, 0.17, -0.20], [0.47, 0.33, 0.86], [-0.34, -0.07, -0.28], [0.11, 0.26, -0.01], [0.16, -0.09, -0.24], [-0.02, -0.03, -0.13], [-0.56, 0.12, -0.07], [-0.13, -0.32, 0.04], [-1.81, 0.57, 0.00], [0.40, -0.21, -0.30], [0.26, -0.69, 0.12], [0.05, 0.16, -0.04], [0.30, -0.55, -0.58], [1.00, 0.46, 0.34], [-0.23, 0.20, -0.13], [-0.08, 0.14, 0.36]]
}


{
  "formula": "C9H14O",
  "method": "ωB97M-V/def2-TZVPD",
  "lumo_ha": 0.0315,
  "orbital_gap_ha": 0.3397,
  "smiles": "Cc1ccc(O)cc1.CC",
  "symbols": ["C", "C", "H", "H", "H", "H", "H", "H", "C", "C", "C", "C", "C", "C", "C", "O", "H", "H", "H", "H", "H", "H", "H", "H"],
  "xyz": [[-3.421, -0.717, -1.150], [-2.442, 0.353, -1.697], [-4.453, -0.476, -1.406], [-3.317, -1.761, -1.456], [-3.325, -0.756, -0.097], [-2.982, 1.139, -2.218], [-1.804, -0.072, -2.451], [-1.877, 0.668, -0.826], [-0.595, -0.454, 2.016], [2.218, -0.535, -0.545], [1.035, -0.789, 0.120], [3.010, 0.565, -0.221], [0.660, -0.080, 1.255], [2.654, 1.223, 0.950], [1.467, 0.997, 1.618], [3.988, 1.047, -1.023], [2.538, -1.152, -1.382], [0.521, -1.705, -0.155], [4.312, 0.371, -1.623], [3.342, 1.953, 1.325], [-1.463, -0.280, 1.387], [-0.704, 0.235, 2.855], [1.127, 1.694, 2.373], [-0.491, -1.468, 2.352]],
  "forces_ev_per_a": [[-0.52, 0.01, -0.97], [-0.74, -1.20, 0.07], [-0.05, 0.11, 0.20], [0.53, 0.21, -0.43], [-0.21, 0.05, 1.23], [0.05, 0.34, 0.45], [0.62, -0.17, -0.12], [0.36, 0.65, -0.41], [0.63, 1.32, -0.39], [0.40, 0.40, -0.95], [0.66, -1.12, 0.61], [-1.44, -0.71, 0.63], [-0.38, 0.52, -0.34], [0.72, 0.86, -0.37], [-0.37, -0.71, -0.23], [0.68, 0.15, 0.40], [-0.28, -0.01, -0.04], [-0.30, 0.18, -0.02], [-0.11, -0.15, -0.08], [0.10, 0.69, -0.01], [-0.22, -0.46, -0.05], [0.00, -0.27, 0.22], [0.29, -0.21, 0.38], [-0.41, -0.48, 0.23]]
}


{
  "formula": "C4H8BrNO",
  "method": "ωB97M-V/def2-TZVPD",
  "lumo_ha": [0.0244, 0.0244],
  "orbital_gap_ha": [0.3431, 0.3431],
  "symbols": ["C", "C", "C", "C", "N", "O", "Br", "H", "H", "H", "H", "H", "H", "H", "H"],
  "xyz": [[-0.459, 0.201, -0.374], [-0.792, 1.625, -0.592], [1.041, -0.153, -0.101], [-1.017, -2.465, 0.457], [-1.399, -0.552, -0.034], [-0.368, -2.517, 1.638], [-0.304, -3.392, -1.035], [-1.847, 1.729, -0.484], [-0.685, 1.815, -1.577], [-0.263, 2.403, -0.038], [1.313, -0.965, -0.827], [1.305, -0.589, 0.938], [1.529, 0.835, -0.192], [-1.976, -2.681, 0.648], [0.228, -1.783, 1.671]],
  "forces_ev_per_a": [[1.90, -1.06, 3.32], [-0.65, 0.03, 1.48], [-0.37, -0.41, -0.16], [1.89, 4.64, -0.66], [-0.67, -3.71, 0.14], [-0.02, -0.54, -0.06], [0.21, -0.13, -0.16], [-0.85, 0.19, 0.60], [0.88, 0.92, -3.53], [0.16, -0.49, 0.24], [0.35, 1.13, 0.45], [-0.76, 0.98, -1.53], [0.59, -1.00, -0.21], [-3.52, -1.08, -0.10], [0.86, 0.54, 0.18]]
}


{
  "formula": "C5H11NO4",
  "method": "ωB97M-V/def2-TZVPD",
  "lumo_ha": -0.0024,
  "orbital_gap_ha": 0.3820,
  "symbols": ["C", "C", "C", "C", "C", "H", "H", "H", "H", "H", "H", "H", "H", "H", "H", "H", "N", "O", "O", "O", "O"],
  "xyz": [[2.979, -0.391, 0.079], [1.625, -0.619, -0.612], [0.185, -0.337, -0.158], [-0.871, -1.377, -0.589], [0.201, -0.066, 1.456], [3.592, -0.747, -1.003], [3.596, -1.341, 1.049], [3.266, 0.792, 0.420], [1.557, -0.095, -1.673], [1.607, -1.733, -0.793], [-0.819, -1.405, -1.697], [-0.438, -2.405, -0.125], [-2.495, -0.616, -0.730], [0.815, -0.902, 2.078], [1.078, 0.709, 1.344], [-1.606, -0.158, 1.608], [-0.217, 0.998, -0.601], [-2.130, -1.247, -0.201], [-0.977, 0.487, 1.940], [0.454, 1.914, -0.494], [-1.516, 1.052, -0.910]],
  "forces_ev_per_a": [[3.99, -0.17, -0.67], [-1.53, -1.29, -2.18], [0.15, -0.41, 3.57], [4.49, -2.78, -0.84], [4.47, 0.53, -1.04], [-0.77, 1.48, 3.62], [-2.60, 3.04, -2.94], [-0.80, -3.64, -1.05], [1.09, -1.17, 1.91], [0.06, 1.04, -0.22], [0.24, -0.43, 0.31], [-0.95, 2.16, -1.24], [-1.84, 3.02, -2.01], [-2.18, 1.23, -1.42], [-1.92, -0.73, 1.23], [-1.07, 0.07, 0.14], [-7.97, -2.81, -1.01], [-1.04, -2.76, 3.69], [0.91, -0.83, 0.04], [3.00, 3.74, -0.05], [4.27, 0.71, 0.17]]
}